No. 1
{
  "formula": "C50H43Br2CsN5P2S2",
  "method": "the ωB97M-V functional and the def2-TZVPD basis",
  "species": ["Cs", "C", "C", "S", "C", "C", "S", "H", "H", "H", "H", "H", "H", "Br", "C", "C", "C", "N", "C", "C", "C", "C", "C", "Br", "C", "C", "N", "H", "H", "H", "H", "H", "H", "C", "C", "C", "C", "C", "C", "N", "N", "C", "C", "C", "C", "C", "N", "H", "H", "H", "H", "H", "H", "H", "H", "H", "C", "P", "C", "C", "C", "C", "C", "C", "C", "C", "C", "C", "C", "C", "P", "C", "C", "C", "C", "C", "C", "C", "C", "C", "C", "C", "C", "H", "H", "H", "H", "H", "H", "H", "H", "H", "H", "H", "H", "H", "H", "H", "H", "H", "H", "H", "H", "H", "H"],
  "coordinates": [[0.01970, -0.25010, 0.02630], [-3.66880, 2.87160, 2.62010], [-2.99530, 1.84250, 1.74740], [-1.32530, 1.69640, 1.99580], [-3.72270, 1.11720, 0.84670], [-5.20860, 1.26120, 0.65250], [-3.05390, -0.20940, -0.05260], [-2.91360, 3.32110, 3.26130], [-4.43350, 2.40860, 3.24640], [-4.13100, 3.65200, 2.01600], [-5.64960, 1.96870, 1.34690], [-5.68310, 0.28880, 0.78610], [-5.41400, 1.59930, -0.36190], [4.87710, -0.87130, 5.81620], [3.59120, -0.73530, 4.40830], [3.77040, 0.21060, 3.40240], [2.84670, 0.17520, 2.36500], [1.82330, -0.64190, 2.29820], [1.59670, -1.49070, 3.32760], [2.51990, -1.58500, 4.39350], [0.37560, -2.25760, 3.30650], [-0.06260, -2.98870, 4.43520], [-1.27380, -3.62380, 4.36060], [-1.89850, -4.65240, 5.85260], [-2.06430, -3.53960, 3.22060], [-1.53620, -2.81140, 2.16040], [-0.36820, -2.21430, 2.18190], [4.58420, 0.91560, 3.41260], [2.96710, 0.86400, 1.53840], [2.40210, -2.31890, 5.17360], [0.51340, -3.03250, 5.34630], [-3.03430, -4.00570, 3.16340], [-2.10870, -2.71290, 1.24670], [-3.41980, 5.25500, -0.87840], [-2.05260, 5.09900, -0.67580], [-1.43470, 3.89770, -0.93120], [-2.18020, 2.78680, -1.37460], [-3.54340, 2.99010, -1.66340], [-4.15250, 4.19870, -1.40270], [-1.52020, 1.61870, -1.55960], [-2.20560, 0.47350, -1.56270], [-1.79470, -0.51730, -2.37230], [-1.38700, -0.19550, -3.69120], [-0.96500, -1.19490, -4.52030], [-0.93850, -2.51160, -4.04390], [-1.40040, -2.73720, -2.75990], [-1.81000, -1.79190, -1.93380], [-3.90330, 6.18960, -0.62270], [-1.46920, 5.92490, -0.28490], [-0.37400, 3.77500, -0.75090], [-4.10450, 2.17950, -2.10990], [-5.21380, 4.32070, -1.59870], [-1.48630, 0.82520, -4.02610], [-0.68990, -0.97110, -5.54160], [-0.61440, -3.32520, -4.67560], [-1.44550, -3.74760, -2.35820], [3.20980, -1.08510, -3.43130], [2.56640, 0.07000, -2.11060], [2.54200, 1.61470, -3.09060], [3.69880, 2.23290, -3.56320], [3.61100, 3.31900, -4.41500], [2.36910, 3.78650, -4.81460], [1.21710, 3.20010, -4.31860], [1.29940, 2.12500, -3.44950], [4.04870, 0.27140, -1.06090], [4.49150, 1.52900, -0.65760], [5.57830, 1.64880, 0.18900], [6.20320, 0.51770, 0.68510], [5.70900, -0.73610, 0.36720], [4.63800, -0.85830, -0.49600], [4.44040, -0.48310, -4.70920], [4.80590, -2.09480, -5.51540], [6.12070, -2.39140, -5.87170], [6.42390, -3.54920, -6.56110], [5.41420, -4.42230, -6.92960], [4.09980, -4.11700, -6.61880], [3.79500, -2.96220, -5.92050], [5.98810, -0.37550, -3.72300], [6.43210, -1.41240, -2.91070], [7.60300, -1.27830, -2.18970], [8.34020, -0.10730, -2.26710], [7.93020, 0.91170, -3.10990], [6.76650, 0.77030, -3.84400], [2.31050, -1.34580, -4.00510], [3.57450, -1.99490, -2.94350], [4.66680, 1.88800, -3.22990], [4.51460, 3.79700, -4.77230], [2.30470, 4.61380, -5.50660], [0.24780, 3.57700, -4.61080], [0.40050, 1.69380, -3.03020], [3.97400, 2.41670, -0.99880], [5.93450, 2.63100, 0.46640], [7.06060, 0.61350, 1.33280], [6.16690, -1.61900, 0.78950], [4.24540, -1.84150, -0.72230], [6.91660, -1.71330, -5.59700], [7.45120, -3.76600, -6.81910], [5.64970, -5.32970, -7.46600], [3.30500, -4.77920, -6.93130], [2.76290, -2.73880, -5.68980], [5.87220, -2.33610, -2.85950], [7.94400, -2.09170, -1.56440], [9.24380, 0.00240, -1.68500], [8.51840, 1.81460, -3.19830], [6.45920, 1.54800, -4.53020]],
  "mulliken_charge": [1.8034, -1.6352, 0.5490, -0.4816, 0.2499, -1.4149, -0.0513, 0.3650, 0.3439, 0.3195, 0.4114, 0.3012, 0.1970, -0.2185, -0.1290, -0.7928, -0.5550, 0.3751, 0.5264, -0.7282, 0.3919, -0.7594, 0.0500, -0.2111, -0.9120, -0.1822, 0.1389, 0.5669, 0.7095, 0.3896, 0.3349, 0.4351, 0.4668, -0.5870, -0.5005, -0.5073, -0.6623, -0.0561, -0.5245, 0.2855, -0.8272, 0.2590, -0.3283, -0.5846, -0.6000, -0.4905, -0.1301, 0.3436, 0.3183, 0.4098, 0.5665, 0.3399, 0.4452, 0.4158, 0.4375, 0.3884, -1.4400, 0.2883, 0.2871, 0.3186, -1.1054, -0.8450, -0.6957, -0.5680, 1.1420, -0.6424, -0.8140, -0.7252, -0.7646, -0.9285, -0.0594, 0.7586, -0.4053, -0.6834, -0.4395, -0.6383, -0.6581, 0.3441, 0.2366, -0.9133, -0.4962, -0.7804, -0.4213, 0.2354, 0.6292, 0.7259, 0.4082, 0.3694, 0.5110, 0.9163, 0.6133, 0.3960, 0.4471, 0.4574, 0.4950, 0.3920, 0.3815, 0.3723, 0.4008, 0.4320, 0.5195, 0.4207, 0.4069, 0.4213, 0.4321],
  "multiplicity": 1,
  "de_lowest_kj_mol": 232.2,
  "charge": -1,
  "homo_ev": -2.564,
  "total_energy_ev": -240879.334,
  "largest_force_ha_per_bohr": 0.0486,
  "homo_lumo_gap_ev": 4.0
}


No. 2
{
  "formula": "C17H20N6O5S",
  "method": "the ωB97M-V functional and the def2-TZVPD basis",
  "species": ["C", "H", "H", "H", "O", "C", "O", "C", "H", "H", "C", "N", "C", "O", "C", "H", "H", "S", "C", "N", "N", "N", "N", "C", "C", "C", "C", "C", "C", "H", "H", "O", "C", "H", "H", "H", "H", "H", "C", "C", "N", "C", "O", "H", "H", "H", "H", "H", "H"],
  "coordinates": [[-1.35946, -3.08202, -3.18210], [-1.68191, -2.14549, -3.64264], [-0.33660, -3.29962, -3.49431], [-2.02633, -3.89187, -3.46466], [-1.42803, -2.98834, -1.76488], [-0.56770, -2.16844, -1.17640], [0.22132, -1.48136, -1.77814], [-0.74170, -2.19788, 0.32606], [-1.44380, -1.40911, 0.60522], [-1.18115, -3.16010, 0.58480], [0.59192, -1.99717, 1.07995], [0.89265, -0.61139, 1.35986], [0.45230, 0.09853, 2.42636], [0.83473, 1.23472, 2.64070], [-0.61642, -0.50529, 3.31480], [-0.64502, -1.58917, 3.35674], [-0.54279, -0.08142, 4.31611], [-2.23674, 0.01231, 2.62495], [-2.08819, 1.72687, 2.92543], [-2.36564, 2.33034, 4.05672], [-2.08230, 3.60503, 3.87141], [-1.64630, 3.82012, 2.69880], [-1.63282, 2.66180, 2.04417], [-1.12454, 2.52530, 0.74766], [-0.04746, 3.32439, 0.37282], [0.50949, 3.17069, -0.87397], [0.00572, 2.22037, -1.77009], [-1.09716, 1.45565, -1.39824], [-1.66128, 1.61018, -0.14472], [-2.52760, 1.02630, 0.12711], [-1.52760, 0.73780, -2.07643], [0.64946, 2.12770, -2.95510], [0.25654, 1.12010, -3.86294], [-0.75951, 1.29156, -4.23248], [0.95562, 1.18772, -4.69458], [0.32513, 0.12971, -3.40520], [1.35035, 3.76980, -1.18386], [0.34275, 4.04036, 1.07778], [1.83533, 0.01771, 0.45600], [3.14835, -0.74980, 0.52135], [2.87956, -2.12290, 0.16054], [1.69295, -2.73259, 0.29300], [1.48138, -3.84791, -0.13590], [3.58313, -2.64297, -0.34368], [3.87106, -0.32682, -0.17831], [3.56597, -0.69532, 1.53508], [1.96254, 1.05463, 0.76641], [1.43171, -0.02652, -0.55874], [0.52807, -2.54619, 2.02755]],
  "nbo_charge": [-0.2621, 0.1844, 0.2020, 0.2024, -0.4946, 0.8306, -0.6407, -0.5224, 0.2546, 0.2522, -0.1273, -0.4487, 0.6755, -0.6294, -0.6017, 0.2341, 0.2677, 0.2694, 0.1415, -0.2807, -0.0600, -0.0501, -0.2078, 0.1595, -0.1809, -0.2570, 0.3225, -0.3061, -0.2112, 0.2264, 0.2257, -0.4894, -0.2666, 0.1716, 0.1996, 0.2076, 0.2302, 0.2437, -0.2533, -0.2192, -0.6026, 0.6904, -0.6303, 0.4116, 0.2127, 0.1938, 0.2598, 0.2374, 0.2353],
  "multiplicity": 1,
  "de_lowest_kj_mol": 0.0,
  "smiles": "COC(=O)C[C@H]1C(=O)NCCN1C(=O)CSc1nnnn1-c1ccc(OC)cc1",
  "charge": 0,
  "homo_ev": -8.634,
  "total_energy_ev": -47966.562,
  "largest_force_ha_per_bohr": 0.0343,
  "homo_lumo_gap_ev": 8.9
}


No. 3
{
  "formula": "C33H39N3O6",
  "method": "the ωB97M-V functional and the def2-TZVPD basis",
  "species": ["C", "C", "C", "C", "C", "C", "N", "O", "O", "C", "C", "H", "H", "H", "H", "H", "H", "H", "H", "C", "O", "C", "C", "C", "C", "C", "C", "O", "N", "C", "C", "C", "C", "N", "C", "C", "C", "C", "C", "C", "C", "C", "C", "C", "C", "O", "C", "C", "O", "C", "H", "H", "H", "H", "H", "H", "H", "H", "H", "H", "H", "H", "H", "H", "H", "H", "H", "H", "H", "H", "H", "H", "H", "H", "H", "H", "H", "H", "H", "H", "H"],
  "coordinates": [[3.07071, 4.28676, 1.87567], [1.70479, 3.98505, 1.31015], [0.66212, 3.56359, 2.14616], [-0.60648, 3.24737, 1.63912], [-0.84281, 3.33631, 0.25077], [-2.20554, 3.21286, -0.40946], [-2.94447, 4.50618, 0.14670], [-3.44765, 5.31486, -0.65234], [-3.03224, 4.57361, 1.38889], [0.19734, 3.76896, -0.58316], [1.43994, 4.12987, -0.05753], [3.72419, 4.75222, 1.12949], [3.00280, 4.96053, 2.73803], [3.56861, 3.37193, 2.22572], [0.85054, 3.53281, 3.22080], [-1.41322, 2.99011, 2.33084], [-2.09224, 3.39129, -1.49208], [-0.02231, 3.86469, -1.65182], [2.19515, 4.55478, -0.72178], [5.06686, -3.54136, -1.59537], [5.32953, -3.36376, -0.18636], [4.57394, -2.45887, 0.48641], [3.59224, -1.64642, -0.08037], [2.51495, -1.24613, 0.70279], [1.30480, -0.64451, 0.03789], [0.14117, -1.64764, -0.05651], [0.43889, -2.92003, -0.87176], [1.35484, -3.72451, -0.69371], [-0.52514, -3.00949, -1.83829], [-0.51243, -4.08346, -2.81535], [-1.44633, -1.86704, -1.91885], [-1.21228, -1.09061, -3.22522], [-2.89340, -2.36344, -1.79929], [-1.01001, -1.08647, -0.74475], [-1.51888, 0.10904, -0.32094], [-2.55158, 0.78515, -0.90390], [-3.13907, 2.01160, -0.26833], [-4.53033, 2.41067, -0.82038], [-5.40778, 3.03202, 0.07586], [-6.68591, 3.41337, -0.33204], [-7.13016, 3.09334, -1.62107], [-6.27726, 2.41006, -2.49526], [-4.95676, 2.10409, -2.11535], [2.53449, -1.41623, 2.08633], [3.60545, -2.07671, 2.69445], [3.68164, -2.44382, 3.99902], [2.71984, -1.89809, 4.92083], [4.68396, -2.51800, 1.89364], [5.72431, -3.19713, 2.45598], [5.52706, -4.62238, 2.72084], [5.74402, -4.33994, -1.90210], [4.01900, -3.83630, -1.75828], [5.28954, -2.61454, -2.14447], [3.58246, -1.44872, -1.15671], [0.96252, 0.24749, 0.58638], [1.55542, -0.31684, -0.98588], [-0.16182, -1.96906, 0.96233], [0.31853, -4.76054, -2.59755], [-1.44888, -4.65450, -2.78035], [-0.39292, -3.68764, -3.83234], [-0.14571, -0.83033, -3.30323], [-1.49067, -1.72198, -4.07912], [-1.80978, -0.17510, -3.24869], [-2.93804, -3.17254, -1.05756], [-3.55357, -1.55446, -1.48170], [-3.22309, -2.74476, -2.77330], [-1.02485, 0.50805, 0.58339], [-3.06749, 0.39498, -1.78608], [-3.25881, 1.78125, 0.80629], [-5.09156, 3.19278, 1.10901], [-7.31815, 3.96706, 0.35801], [-8.13569, 3.36926, -1.94609], [-6.61811, 2.11547, -3.48801], [-4.26791, 1.63286, -2.82456], [1.68770, -1.06727, 2.68704], [3.05784, -2.22593, 5.90315], [2.70577, -0.80102, 4.87082], [1.71825, -2.29547, 4.71192], [6.47363, -4.94919, 3.14954], [4.70606, -4.74849, 3.43425], [5.32043, -5.14156, 1.77875]],
  "mulliken_charge": [-1.4220, 1.1952, -0.9970, 0.1662, 0.0086, -0.3787, 1.0816, -0.6260, -0.5760, -0.4282, -1.0025, 0.3614, 0.3459, 0.2692, 0.3756, 0.4601, 0.3382, 0.3858, 0.3047, -0.7593, -0.4354, 0.7903, -0.8146, -0.4068, -0.5488, 0.3264, 0.1410, -0.7253, 0.4106, -1.0211, 0.1986, -1.3991, -1.5984, 0.2949, -0.1826, -1.0447, 1.2835, -0.3245, -0.1935, -0.7116, -0.5413, -0.7552, -0.3348, -0.3420, 0.4662, -0.4422, -0.8563, 0.7154, -0.5305, -0.5765, 0.2641, 0.2747, 0.3160, 0.2977, 0.2162, 0.3763, 0.1554, 0.3476, 0.2798, 0.3398, 0.3211, 0.4822, 0.2837, 0.4028, 0.2987, 0.4216, 0.6460, -0.1254, 0.5719, 0.3408, 0.3850, 0.3717, 0.3768, 0.4270, 0.3838, 0.2477, 0.3304, 0.3183, 0.2652, 0.2285, 0.2102],
  "multiplicity": 1,
  "de_lowest_kj_mol": 268.4,
  "smiles": "COc1cc(C[C@@H]2C(=O)N(C)C(C)(C)N2/C=C/[C@H](c2ccccc2)[C@H](c2ccc(C)cc2)[N+](=O)[O-])cc(OC)c1OC",
  "charge": 0,
  "homo_ev": -7.834,
  "total_energy_ev": -51604.959,
  "largest_force_ha_per_bohr": 0.0512,
  "homo_lumo_gap_ev": 8.0
}